Entry 1:
{
  "formula": "C6H6O",
  "method": "ωB97M-V with the def2-TZVPD basis set",
  "symbols": ["C", "C", "C", "C", "C", "O", "C", "H", "H", "H", "H", "H", "H"],
  "coordinates": [[2.59, -0.30, 0.50], [1.42, -0.80, 0.98], [0.19, -0.25, 0.43], [-0.03, 0.94, -0.22], [-1.45, 1.04, -0.62], [-2.02, -0.22, -0.20], [-1.06, -0.89, 0.38], [3.45, -0.77, 1.03], [0.72, 1.71, -0.39], [-2.01, 1.82, -0.09], [-1.65, 1.13, -1.69], [-1.32, -1.88, 0.74], [1.24, -1.59, 1.72]],
  "lowdin_charge": [-0.06, -0.32, -0.26, 0.07, -0.11, 0.03, 0.02, -0.03, 0.12, 0.15, 0.15, 0.16, 0.08],
  "relative_energy_kcal_mol": 128.9,
  "gap_ev": [4.77, 5.09]
}

Entry 2:
{
  "formula": "C33H64AlCl2F4N4O19PS2V",
  "method": "ωB97M-V with the def2-TZVPD basis set",
  "symbols": ["C", "C", "O", "O", "C", "O", "C", "C", "N", "C", "O", "C", "C", "C", "C", "N", "C", "C", "O", "O", "C", "S", "H", "H", "H", "H", "H", "H", "H", "H", "H", "H", "H", "H", "H", "H", "H", "H", "H", "C", "C", "C", "S", "O", "O", "C", "H", "H", "H", "H", "H", "H", "H", "H", "F", "Al", "F", "F", "F", "Cl", "O", "C", "O", "C", "C", "C", "H", "H", "H", "H", "H", "H", "N", "H", "H", "H", "H", "C", "C", "N", "C", "C", "C", "C", "C", "O", "C", "H", "H", "H", "H", "H", "H", "H", "H", "H", "H", "H", "H", "H", "H", "H", "H", "H", "H", "H", "H", "C", "O", "P", "O", "O", "C", "O", "C", "H", "H", "H", "H", "H", "H", "H", "H", "H", "C", "O", "O", "O", "O", "V", "Cl"],
  "coordinates": [[-4.29, 0.54, 3.38], [-4.46, 1.34, 2.13], [-5.53, 1.60, 1.69], [-3.31, 1.78, 1.46], [-3.44, 1.49, 0.10], [-4.07, 2.18, -0.64], [-2.68, 0.26, -0.39], [-1.87, -0.38, 0.73], [-2.35, -1.47, 1.38], [-1.70, -2.02, 2.39], [-2.30, -3.09, 2.92], [-0.41, -1.49, 2.84], [0.36, -2.14, 3.98], [1.37, -3.17, 3.42], [2.42, -3.50, 4.50], [1.92, -3.54, 5.88], [0.11, -0.39, 2.15], [1.45, 0.18, 2.54], [2.30, -0.46, 3.11], [1.73, 1.46, 2.18], [-0.67, 0.18, 1.08], [-0.25, 1.62, 0.12], [-3.42, 0.85, 3.97], [-5.17, 0.71, 3.99], [-4.23, -0.53, 3.18], [-3.38, -0.45, -0.83], [-2.00, 0.57, -1.17], [-3.28, -1.85, 1.04], [-1.96, -3.89, 2.48], [-0.33, -2.62, 4.71], [0.89, -1.38, 4.53], [0.84, -4.08, 3.13], [1.88, -2.74, 2.56], [3.21, -2.75, 4.48], [2.83, -4.50, 4.31], [1.87, -2.62, 6.29], [1.03, -4.01, 5.95], [2.31, 1.35, 1.40], [1.05, 1.54, -0.17], [6.78, 0.23, -0.15], [6.76, 1.34, 0.95], [5.83, 2.47, 0.48], [4.65, 1.67, -0.58], [4.79, 2.16, -1.94], [3.32, 1.67, 0.05], [5.32, 0.04, -0.48], [7.24, -0.69, 0.21], [7.34, 0.55, -1.05], [6.37, 0.92, 1.89], [7.75, 1.72, 1.15], [5.31, 2.95, 1.30], [6.37, 3.21, -0.11], [5.19, -0.47, -1.43], [4.77, -0.47, 0.31], [-7.54, -1.64, -1.91], [-7.02, -0.15, -1.36], [-5.42, -0.20, -0.88], [-7.99, 0.27, 0.00], [-7.24, 1.00, -2.58], [-2.10, -1.70, 5.00], [8.16, 3.88, 1.82], [8.13, 3.97, 3.01], [9.09, 3.47, 3.82], [8.72, 3.63, 5.20], [7.70, 4.77, 5.21], [7.02, 4.59, 3.85], [8.30, 2.69, 5.55], [9.61, 3.86, 5.78], [7.02, 4.72, 6.06], [8.22, 5.73, 5.24], [6.19, 3.89, 3.90], [6.70, 5.53, 3.43], [3.12, -0.82, -2.72], [2.54, -1.28, -2.02], [3.94, -1.41, -2.94], [2.58, -0.66, -3.57], [3.47, 0.07, -2.36], [-2.45, 3.11, -6.87], [-1.69, 4.21, -6.15], [-2.54, 5.11, -5.28], [-3.52, 5.81, -6.17], [-1.68, 6.22, -4.71], [-0.58, 5.82, -3.73], [-3.37, 4.39, -4.24], [-2.67, 3.45, -3.28], [-2.04, 2.38, -3.96], [-0.87, 1.89, -3.32], [-3.17, 3.50, -7.58], [-1.73, 2.51, -7.43], [-2.96, 2.44, -6.18], [-1.22, 4.87, -6.88], [-0.90, 3.80, -5.53], [-2.98, 6.32, -6.96], [-4.07, 6.53, -5.57], [-4.21, 5.09, -6.59], [-2.36, 6.92, -4.23], [-1.24, 6.72, -5.57], [-0.96, 5.71, -2.72], [0.14, 6.64, -3.68], [-0.04, 4.93, -4.02], [-4.11, 3.82, -4.80], [-3.88, 5.16, -3.68], [-3.45, 3.03, -2.63], [-1.97, 3.97, -2.62], [-0.79, 2.23, -2.29], [0.03, 2.21, -3.87], [-0.91, 0.80, -3.34], [-0.71, -10.21, 1.50], [-0.42, -8.85, 1.14], [-1.65, -7.80, 1.32], [-2.31, -8.20, 2.58], [-2.45, -8.28, -0.02], [-1.80, -8.83, -1.17], [-2.02, -6.25, 1.09], [-3.34, -5.82, 1.51], [0.06, -10.82, 1.05], [-0.68, -10.33, 2.58], [-1.69, -10.51, 1.12], [-1.94, -9.91, -1.18], [-0.74, -8.61, -1.19], [-2.27, -8.41, -2.05], [-3.38, -5.74, 2.60], [-4.10, -6.50, 1.15], [-3.50, -4.83, 1.09], [-4.45, -3.46, -0.65], [-3.94, -2.69, 0.21], [-5.36, -4.31, -0.42], [-4.10, -3.51, -1.87], [-11.16, -0.74, -0.03], [-10.30, -0.42, 1.20], [6.99, -0.67, -2.63]],
  "lowdin_spin": [0.00, 0.00, 0.00, 0.00, 0.00, 0.00, 0.00, 0.00, 0.00, 0.00, 0.00, 0.00, 0.00, 0.00, 0.00, 0.00, 0.00, 0.00, 0.00, 0.00, 0.00, 0.00, 0.00, 0.00, 0.00, 0.00, 0.00, 0.00, 0.00, 0.00, 0.00, 0.00, 0.00, 0.00, 0.00, 0.00, 0.00, 0.00, 0.00, 0.00, 0.00, 0.00, 0.00, 0.00, 0.00, 0.00, 0.00, 0.00, 0.00, 0.00, 0.00, 0.00, 0.00, 0.00, 0.00, 0.00, 0.00, 0.00, 0.00, 0.00, 0.00, 0.00, 0.00, 0.00, 0.00, 0.00, 0.00, 0.00, 0.00, 0.00, 0.00, 0.00, 0.00, 0.00, 0.00, 0.00, 0.00, 0.00, 0.00, 0.00, 0.00, 0.00, 0.00, 0.00, 0.00, 0.00, 0.00, 0.00, 0.00, 0.00, 0.00, 0.00, 0.00, 0.00, 0.00, 0.00, 0.00, 0.00, 0.00, 0.00, 0.00, 0.00, 0.00, 0.00, 0.00, 0.00, 0.00, 0.00, 0.00, 0.00, 0.00, 0.00, 0.00, 0.00, 0.00, 0.00, 0.00, 0.00, 0.00, 0.00, 0.00, 0.00, 0.00, 0.00, 0.00, 0.06, 0.48, 0.47, 0.00, 0.00, 0.00],
  "multiplicity": 2,
  "gap_ev": [3.48, 3.46],
  "s_squared": 0.917
}

> Number 1 is which compound?

C6H6O

> What is the formula in the first record?

C6H6O